Record 1
Density functional theory data (ωB97M-V/def2-TZVPD) for H24NeO12 as an isolated structure.

```
! wB97M-V def2-TZVPD RIJCOSX def2/J DEFGRID3
* xyz 0 1
Ne 0.2253 0.2705 -0.0762
O -2.7496 -0.1733 0.0780
H -2.5332 0.7585 0.0458
H -2.3784 -0.5338 -0.7273
O 1.3316 -2.1322 2.8907
H 0.6388 -2.5571 3.3964
H 1.0578 -2.2307 1.9788
O -0.2833 4.0043 -0.2014
H 0.4818 3.4632 -0.0062
H -0.9769 3.3759 -0.4019
O 0.7015 -2.5017 0.0660
H 1.2380 -3.2635 -0.1530
H -0.1936 -2.8395 0.0972
O 1.9357 2.5836 0.7675
H 2.1505 3.4545 1.1018
H 2.1163 1.9942 1.4998
O -1.9789 -0.6841 3.2486
H -1.2471 -0.3121 3.7408
H -2.1889 -0.0199 2.5921
O -2.6411 2.6117 -0.1853
H -2.6734 2.8056 0.7516
H -3.1452 3.3156 -0.5935
O 2.5675 1.0153 -1.4548
H 2.8538 1.7161 -2.0406
H 2.2069 1.4708 -0.6940
O -0.2879 -2.2985 -3.9589
H 0.3748 -1.9113 -3.3870
H -0.3732 -3.2007 -3.6508
O 1.9028 -1.5157 -2.2751
H 2.0143 -0.6151 -1.9704
H 1.6353 -2.0016 -1.4950
O -2.4175 -1.6439 -2.3546
H -3.1550 -1.9389 -2.8888
H -1.6434 -1.9722 -2.8120
O 1.5560 0.7701 2.8995
H 2.4493 0.9125 3.2127
H 1.4287 -0.1767 2.9599
*
```

Results
HOMO-LUMO gap = 10.57 eV
E_LUMO = 0.084 eV

---

Record 2
Density functional theory data (ωB97M-V/def2-TZVPD) for C71H75F15Ge2MoN4O5P3S3Se as an isolated structure.

```
! wB97M-V def2-TZVPD RIJCOSX def2/J DEFGRID3
* xyz 0 2
Mo 0.3025 0.7447 0.7294
C 1.1825 1.8136 4.8752
C 1.2624 0.3321 4.5011
C 0.9875 -0.5043 5.7510
P 0.1813 -0.0741 3.0230
C -1.4873 0.0781 3.8016
N -2.5258 0.5977 2.9625
Ge -2.2948 0.8459 0.9601
N -3.5376 -0.7359 0.6260
C -2.9886 -2.0259 0.3086
P -2.1244 -2.5194 -1.3144
C -2.1650 -4.3828 -0.8917
C -1.6496 -4.5899 0.5429
C -3.4600 -5.1895 -1.0450
C -3.1963 -2.3172 -2.8891
C -3.6228 -3.5695 -3.6570
C -4.4029 -1.3891 -2.8086
C -4.8863 -0.5667 0.4722
C -5.7860 -1.5880 0.1250
C -7.1193 -1.3202 -0.1273
C -7.5916 -0.0208 -0.0798
C -6.7428 0.9870 0.3562
C -5.4351 0.7064 0.7057
N -4.5710 1.5904 1.4587
C -4.8117 1.2813 2.8636
C -6.0646 1.3686 3.4449
C -6.2557 1.1107 4.7942
C -5.1704 0.7133 5.5546
C -3.9300 0.5383 4.9677
C -3.7141 0.8014 3.6010
C -4.7157 2.9799 1.1018
C -5.8055 3.7864 1.3773
C -5.9179 5.0518 0.8139
C -4.9501 5.4855 -0.0747
C -3.8147 4.7247 -0.2909
C -3.6324 3.4955 0.3676
N -2.4500 2.8132 0.4169
C -1.2962 3.5058 -0.1114
P 0.1507 3.1477 0.9424
C -0.2962 4.1681 2.4588
C -1.2573 3.3668 3.3392
C -0.9593 5.5253 2.2115
C 1.5748 4.0618 0.1275
C 1.6248 3.7946 -1.3774
C 1.6855 5.5620 0.3872
C 0.4588 -1.9238 2.8134
C -0.4299 -2.8748 3.6120
C 1.9494 -2.2400 2.9746
H 2.0141 2.0682 5.5337
H 0.2591 2.0405 5.4089
H 1.2383 2.4442 3.9936
H 2.2759 0.1378 4.1358
H -0.0494 -0.4063 6.0749
H 1.6231 -0.1361 6.5582
H 1.2099 -1.5602 5.6178
H -1.3404 0.7378 4.6696
H -1.7618 -0.9092 4.1885
H -3.7355 -2.7912 0.5234
H -2.1439 -2.1729 0.9937
H -1.4162 -4.7952 -1.5780
H -2.4707 -4.5141 1.2569
H -0.8942 -3.8553 0.8173
H -1.2100 -5.5858 0.6397
H -4.3302 -4.6289 -0.6965
H -3.3875 -6.1012 -0.4450
H -3.6361 -5.4990 -2.0689
H -2.4610 -1.8090 -3.5135
H -4.5254 -4.0026 -3.2282
H -2.8407 -4.3264 -3.7147
H -3.8614 -3.2686 -4.6804
H -5.2362 -1.8607 -2.2980
H -4.7290 -1.1616 -3.8278
H -4.1577 -0.4531 -2.3168
H -5.4374 -2.6073 0.0352
H -7.7831 -2.1354 -0.3862
H -8.6178 0.2071 -0.3332
H -7.1248 1.9937 0.4334
H -6.9321 1.6051 2.8480
H -7.2376 1.2127 5.2348
H -5.2931 0.5146 6.6119
H -3.1209 0.1759 5.5859
H -6.5813 3.4668 2.0552
H -6.7767 5.6677 1.0426
H -5.0634 6.4326 -0.5866
H -3.0753 5.0726 -0.9984
H -1.4523 4.5862 -0.0759
H -1.0657 3.2458 -1.1341
H 0.6488 4.3105 2.9953
H -2.2517 3.3482 2.8980
H -1.3328 3.8243 4.3280
H -0.9182 2.3457 3.4437
H -1.9431 5.4020 1.7577
H -0.3748 6.2031 1.5977
H -1.1157 5.9968 3.1839
H 2.4531 3.5882 0.5782
H 0.7925 4.2609 -1.9042
H 1.6017 2.7300 -1.5936
H 2.5503 4.2020 -1.7895
H 0.8562 6.1004 -0.0721
H 2.6055 5.9349 -0.0681
H 1.7284 5.7871 1.4521
H 0.2221 -2.0653 1.7529
H -0.3344 -2.7304 4.6874
H -0.1318 -3.9000 3.3824
H -1.4781 -2.7686 3.3310
H 2.3095 -2.0632 3.9855
H 2.5346 -1.6252 2.2902
H 2.1259 -3.2912 2.7539
C 6.0883 -2.2172 -5.1140
C 5.0334 -2.4410 -4.0687
C 5.0674 -1.7449 -2.8636
C 4.0655 -1.8906 -1.9184
C 3.0196 -2.7661 -2.1673
C 2.9906 -3.5025 -3.3461
C 3.9864 -3.3321 -4.2922
S 1.6578 -3.0399 -1.0080
C 2.7332 -3.8698 0.2134
O 1.2482 -1.7592 -0.3580
H 6.9298 -1.6597 -4.7061
H 5.6725 -1.6430 -5.9444
H 6.4512 -3.1641 -5.5133
H 5.8864 -1.0631 -2.6747
H 4.0869 -1.3189 -0.9990
H 2.1909 -4.2129 -3.5178
H 3.9402 -3.8843 -5.2231
H 3.3593 -3.1106 0.6780
H 3.3384 -4.6080 -0.3086
H 2.1070 -4.3591 0.9558
Se 1.1093 -0.7097 -3.5518
C 1.0988 -1.0180 -5.4622
C 1.6633 -0.0721 -6.3082
C 1.5602 -0.2212 -7.6832
C 0.8991 -1.3206 -8.2124
C 0.3446 -2.2723 -7.3668
C 0.4441 -2.1222 -5.9928
H 2.1784 0.7802 -5.8839
H 1.9932 0.5243 -8.3372
H 0.8143 -1.4373 -9.2848
H -0.1751 -3.1305 -7.7734
H 0.0126 -2.8578 -5.3251
O -0.4031 0.3594 -3.6878
S -0.8426 1.1991 -2.4303
O -2.0900 0.6905 -1.9134
O 0.2491 1.0356 -1.4025
O -0.9003 2.5280 -2.9617
F 4.9784 4.9405 0.5639
C 4.9873 4.4689 -0.6899
C 4.7882 3.1199 -0.9232
C 4.7227 2.7099 -2.2424
F 4.4560 1.4221 -2.4890
C 4.9311 3.5725 -3.2996
F 4.8934 3.1395 -4.5583
C 5.1798 4.9110 -3.0345
F 5.3911 5.7584 -4.0305
C 5.1859 5.3661 -1.7255
F 5.3760 6.6606 -1.4760
Ge 4.5207 1.7448 0.4994
S 2.7871 0.4618 0.5944
C 6.0321 0.4272 0.3422
C 7.0153 0.3798 -0.6304
F 7.0632 1.3175 -1.5856
C 7.9934 -0.6001 -0.6496
F 8.9304 -0.6035 -1.5973
C 7.9960 -1.5855 0.3230
F 8.9131 -2.5436 0.2999
C 7.0397 -1.5583 1.3245
F 7.0425 -2.4927 2.2751
C 6.0954 -0.5486 1.3258
F 5.2228 -0.5028 2.3458
C 5.1068 2.6626 2.1879
C 4.1936 3.0466 3.1500
F 2.8846 2.9148 2.8846
C 4.5727 3.5833 4.3664
F 3.6630 3.9385 5.2753
C 5.9203 3.7503 4.6385
F 6.3046 4.2522 5.8049
C 6.8642 3.3985 3.6872
F 8.1586 3.5732 3.9428
C 6.4439 2.8653 2.4809
F 7.3755 2.5627 1.5659
*
```

Results
HOMO-LUMO gap (alpha / beta) = 4.73 / 5.12 eV
E_LUMO (alpha / beta) = -1.882 / -1.502 eV

---

Max |F|, respectively: 1.222, 3.288 eV/A.
E_tot, respectively: -1046.230723, -13685.735474 Eh.
Energy above the lowest of the compared OMol25 structures with the same formula, charge and spin, respectively: 80.9, 150.5 kJ/mol.